No. 1
{
  "formula": "C3H4O2",
  "method": "ωB97M-V with the def2-TZVPD basis set",
  "symbols": ["C", "C", "O", "C", "O", "H", "H", "H", "H"],
  "positions_angstrom": [[1.2725, -0.3745, -0.0700], [0.2314, 0.5705, 0.1296], [0.1611, 1.8173, 0.0385], [-1.3433, -0.1078, -0.2064], [-1.6057, -1.1864, -0.6326], [-0.0384, 0.0140, 1.1533], [2.3022, -0.0716, -0.2699], [1.0289, -1.4364, -0.0507], [-2.0087, 0.7750, -0.0918]],
  "nbo_charge": [-0.25, 0.02, -0.66, 0.45, -0.47, 0.31, 0.22, 0.21, 0.17],
  "de_lowest_ev": 4.4686,
  "e_homo_ev": [-9.027, -9.085],
  "orbital_gap_ev": [7.6, 7.8]
}

=====

No. 2
{
  "formula": "C3H4O2",
  "method": "ωB97M-V with the def2-TZVPD basis set",
  "symbols": ["C", "C", "C", "O", "O", "H", "H", "H", "H"],
  "positions_angstrom": [[-3.0353, -0.1771, -0.0654], [-0.8709, 0.3110, 0.5713], [0.1888, 0.1260, -0.3365], [-3.7288, 0.7379, -0.1929], [-2.3811, -1.1156, 0.1896], [-0.8398, -0.2685, 1.4364], [0.4930, -0.9421, -0.4473], [0.9155, 0.7264, 0.4275], [0.0945, 0.6866, -1.2113]],
  "nbo_charge": [1.05, -0.16, -0.71, -0.48, -0.53, 0.12, 0.22, 0.28, 0.21],
  "de_lowest_ev": 3.7160,
  "e_homo_ev": -8.290,
  "orbital_gap_ev": 8.9
}

=====

No. 3
{
  "formula": "C3H4O2",
  "method": "ωB97M-V with the def2-TZVPD basis set",
  "symbols": ["C", "C", "O", "H", "H", "C", "O", "H", "H"],
  "positions_angstrom": [[1.0691, -1.1007, -0.0667], [0.0736, -1.9135, 0.0362], [-0.8005, -2.6390, 0.2091], [1.9678, -0.9905, 0.4745], [1.1823, -0.7872, -1.0041], [-1.9417, 0.5195, 0.2333], [-2.9994, 0.4514, -0.2927], [-1.1928, 1.1329, -0.2395], [-1.6697, -0.1614, 1.1816]],
  "nbo_charge": [-0.81, 0.74, -0.44, 0.27, 0.25, 0.27, -0.50, 0.12, 0.10],
  "de_lowest_ev": 2.4951,
  "e_homo_ev": -9.768,
  "smiles": "C=C=O.C=O",
  "orbital_gap_ev": 10.5
}

=====

No. 4
{
  "formula": "C3H4O2",
  "method": "ωB97M-V with the def2-TZVPD basis set",
  "symbols": ["O", "C", "C", "O", "C", "H", "H", "H", "H"],
  "positions_angstrom": [[-1.0876, -0.7990, 0.9175], [0.1175, -0.1004, 0.7865], [-0.0248, 0.8105, -0.3693], [1.3168, 0.8301, -0.8741], [0.6964, -0.4190, -0.5531], [-1.4659, -0.6866, 0.0239], [0.5880, 0.1809, 1.7248], [-0.8305, 1.5113, -0.5171], [0.6901, -1.3278, -1.1391]],
  "nbo_charge": [-0.69, 0.06, -0.03, -0.47, 0.03, 0.46, 0.20, 0.23, 0.22],
  "de_lowest_ev": 4.1835,
  "e_homo_ev": -9.285,
  "smiles": "O[C@@H]1[C@H]2O[C@@H]12",
  "orbital_gap_ev": 10.3
}

=====

No. 5
{
  "formula": "C3H4O2",
  "method": "ωB97M-V with the def2-TZVPD basis set",
  "symbols": ["C", "C", "O", "C", "O", "H", "H", "H", "H"],
  "positions_angstrom": [[0.5406, 0.2251, 1.0020], [-0.5334, 0.8749, 0.5298], [-0.8890, 0.4507, -0.7259], [0.0036, -0.7041, -0.9697], [0.9682, -0.6807, 0.0756], [1.0294, 0.3017, 1.9523], [-1.0515, 1.8078, 0.8877], [0.4611, -0.6050, -1.9229], [-0.5290, -1.6704, -0.8289]],
  "nbo_charge": [0.01, 0.02, -0.51, 0.23, -0.51, 0.21, 0.22, 0.17, 0.15],
  "de_lowest_ev": 1.7719,
  "e_homo_ev": -8.010,
  "smiles": "C1=COCO1",
  "orbital_gap_ev": 9.1
}

=====

No. 6
{
  "formula": "C3H4O2",
  "method": "ωB97M-V with the def2-TZVPD basis set",
  "symbols": ["O", "C", "C", "C", "O", "H", "H", "H", "H"],
  "positions_angstrom": [[0.2292, 1.9157, -0.2964], [-0.2442, 1.0926, 0.4546], [-0.7335, -0.1501, -0.1933], [0.5470, -0.8772, -0.1615], [-0.6509, -1.4732, 0.2927], [-0.1212, 1.1369, 1.5503], [-1.2367, -0.0570, -1.1531], [0.9747, -0.9024, -1.1551], [1.2357, -0.6854, 0.6618]],
  "nbo_charge": [-0.54, 0.39, -0.05, -0.08, -0.44, 0.13, 0.21, 0.20, 0.19],
  "de_lowest_ev": 2.8489,
  "e_homo_ev": -10.170,
  "smiles": "O=C[C@H]1CO1",
  "orbital_gap_ev": 11.2
}

=====

No. 7
{
  "formula": "C3H4O2Rh",
  "method": "ωB97M-V with the def2-TZVPD basis set",
  "symbols": ["C", "O", "C", "C", "O", "Rh", "H", "H", "H", "H"],
  "positions_angstrom": [[-1.5008, 0.6307, 0.1514], [-0.1563, 0.7614, -0.1904], [1.0194, -1.5029, -0.4492], [2.1599, -1.0338, -0.1176], [2.4916, 0.1988, 0.1917], [1.3547, 1.6268, 0.2777], [-2.1254, 1.4112, -0.3153], [-1.8327, -0.3526, -0.2247], [-1.7534, 0.5984, 1.2257], [0.3430, -2.3379, -0.5493]],
  "lowdin_spin": [0.07, 0.53, 0.58, 0.02, 0.44, 2.30, 0.02, 0.01, 0.01, 0.03],
  "total_charge": 1,
  "de_lowest_ev": 1.6431,
  "e_homo_ev": [-13.918, -14.843],
  "s_squared": 6.08,
  "spin_multiplicity": 5,
  "orbital_gap_ev": [8.5, 7.3]
}

=====

No. 8
{
  "formula": "C3H4O2S",
  "method": "ωB97M-V with the def2-TZVPD basis set",
  "symbols": ["C", "C", "O", "C", "O", "S", "H", "H", "H", "H"],
  "positions_angstrom": [[-1.4540, 0.2607, 0.1720], [-0.0464, -0.4633, -0.0643], [0.0008, -1.6844, -0.1385], [1.0787, 0.5864, -0.0394], [0.8810, 1.7456, -0.1856], [2.7278, -0.2362, 0.1233], [-2.2643, -0.5361, 0.1660], [-1.6947, 0.9446, -0.5784], [-1.5664, 0.7167, 1.0955], [2.3376, -1.3340, -0.5505]],
  "nbo_charge": [-0.71, 0.50, -0.48, 0.37, -0.47, -0.06, 0.23, 0.24, 0.23, 0.16],
  "de_lowest_ev": 0.9957,
  "e_homo_ev": -10.037,
  "smiles": "CC(=O)C(=O)S",
  "orbital_gap_ev": 9.2
}

=====

No. 9
{
  "formula": "C3H4O2S",
  "method": "ωB97M-V with the def2-TZVPD basis set",
  "symbols": ["O", "C", "S", "C", "C", "O", "H", "H", "H", "H"],
  "positions_angstrom": [[-0.7851, -0.3160, 2.0191], [-0.7695, -1.4720, 1.8461], [-0.5285, -2.9089, 1.3910], [0.0991, 0.9682, -1.1846], [0.6710, 0.1088, -0.0999], [0.8725, -1.1305, -0.2075], [-0.0217, 0.6421, -2.2939], [0.6496, 1.9520, -1.2019], [-0.9247, 1.3657, -1.0102], [0.7373, 0.7907, 0.7419]],
  "nbo_charge": [-0.50, 0.41, 0.11, -0.75, 0.42, -0.55, 0.24, 0.23, 0.25, 0.14],
  "de_lowest_ev": 1.0925,
  "e_homo_ev": -9.825,
  "smiles": "O=C=S.CC=O",
  "orbital_gap_ev": 10.6
}

=====

No. 10
{
  "formula": "C3H4O2S2",
  "method": "ωB97M-V with the def2-TZVPD basis set",
  "symbols": ["O", "C", "S", "C", "C", "O", "S", "H", "H", "H", "H"],
  "positions_angstrom": [[1.4138, -1.7888, 0.0284], [1.2409, -0.5554, -0.0179], [2.2660, 0.4856, -0.8301], [0.0950, 0.0011, 0.7952], [-1.2370, 0.5501, -0.0597], [-1.5131, 1.7330, -0.0842], [-2.3592, -0.7314, -0.7492], [1.1407, 1.4800, -0.9639], [-0.2602, -0.4935, 1.6352], [0.4353, 0.9976, 1.2089], [-1.2224, -1.6784, -0.9626]],
  "nbo_charge": [-0.55, 0.31, 0.10, -0.59, 0.45, -0.53, -0.04, 0.17, 0.26, 0.24, 0.18],
  "de_lowest_ev": 1.3258,
  "e_homo_ev": -10.212,
  "smiles": "O=C(S)CC(=O)S",
  "orbital_gap_ev": 10.4
}

=====

No. 11
{
  "formula": "C3H4O2S2",
  "method": "ωB97M-V with the def2-TZVPD basis set",
  "symbols": ["O", "C", "S", "C", "S", "C", "O", "H", "H", "H", "H"],
  "positions_angstrom": [[-0.0361, -1.5481, 3.1882], [-0.2823, -0.9214, 2.1110], [0.9428, 0.0760, 1.3022], [-0.0989, 0.8630, -0.0657], [-1.0031, -0.1238, -1.0773], [0.3596, -0.2114, -2.1717], [1.5477, -0.0690, -1.8902], [-1.3082, -0.7407, 1.4184], [0.5611, 1.5297, -0.5060], [-0.6398, 1.7134, 0.7576], [-0.0428, -0.5678, -3.0663]],
  "nbo_charge": [-0.54, 0.21, 0.25, -0.76, 0.32, 0.23, -0.51, 0.13, 0.26, 0.27, 0.14],
  "de_lowest_ev": 2.5854,
  "e_homo_ev": -9.602,
  "smiles": "O=CSCSC=O",
  "orbital_gap_ev": 9.6
}

=====

No. 12
{
  "formula": "C3H4O2Tl",
  "method": "ωB97M-V with the def2-TZVPD basis set",
  "symbols": ["C", "C", "O", "C", "O", "H", "H", "H", "Tl", "H"],
  "positions_angstrom": [[1.0962, -1.0316, -0.1434], [0.0277, -0.8833, -0.9298], [-0.8109, 0.3195, -0.7364], [-1.7261, 0.3932, 0.1881], [-1.2718, 1.2769, 1.0647], [1.1314, -2.0404, 0.2908], [-0.5305, -1.6695, -1.4502], [-1.9747, 1.5019, 1.6843], [1.9485, 0.6228, 0.7773], [2.1102, 1.5105, -0.7455]],
  "mulliken_charge": [-0.47, -0.05, -0.12, -0.17, -0.28, 0.43, 0.41, 0.40, 0.78, 0.05],
  "total_charge": 1,
  "de_lowest_ev": 7.5189,
  "e_homo_ev": -13.080,
  "orbital_gap_ev": 5.3
}